1.
ORCA calculation (ωB97M-V/def2-TZVPD) on C30H30BCoF5N9O4 as an isolated structure.

The geometry in XYZ format:
```
80
C30H30BCoF5N9O4 | the Open Molecules 2025 dataset | ωB97M-V/def2-TZVPD
Co -0.25 -0.10 -0.26
C 5.19 -0.97 -1.14
C 4.96 0.33 -0.70
C 3.78 0.66 0.04
C 2.86 -0.32 0.32
C 3.08 -1.61 -0.24
C 4.22 -1.93 -0.91
N 1.65 -0.01 0.96
C 1.67 0.89 1.93
C 2.70 1.00 2.88
C 2.72 2.03 3.88
C 1.61 2.89 3.98
C 0.58 2.84 3.05
C 0.61 1.84 2.05
N -0.35 1.68 1.04
N -1.18 2.57 0.85
C -1.84 2.50 -0.38
C -2.72 3.52 -0.71
C -3.22 3.49 -2.00
C -2.84 2.51 -2.83
C -2.04 1.43 -2.42
N -1.60 1.43 -1.14
H 6.13 -1.22 -1.71
H 5.70 1.05 -0.87
H 3.69 1.68 0.39
H 2.25 -2.31 -0.12
H 4.45 -2.89 -1.21
H 3.59 0.32 2.91
H 3.51 2.08 4.58
H 1.65 3.66 4.73
H -0.25 3.50 3.09
H -2.93 4.25 0.08
H -3.82 4.27 -2.33
H -3.13 2.44 -3.88
H -1.77 0.53 -3.00
F -1.82 -1.41 -1.27
B -1.08 -2.67 -1.25
F 0.24 -2.24 -0.95
F -1.08 -3.21 -2.52
F -1.58 -3.54 -0.29
C -4.94 -0.70 2.59
C -4.36 0.30 1.68
N -3.08 -0.21 1.22
C -2.16 -0.80 2.04
N -0.99 -1.12 1.63
C -0.06 -1.79 2.50
C -0.77 -2.63 3.51
C -1.75 -1.76 4.22
N -2.61 -1.00 3.32
C -4.02 -0.92 3.74
H -5.15 -1.60 2.00
H -5.98 -0.45 2.93
H -4.24 1.30 2.09
H -4.90 0.34 0.76
H -3.03 -0.58 0.28
H 0.46 -1.02 3.06
H 0.74 -2.34 1.94
H -0.08 -3.13 4.18
H -1.34 -3.40 2.91
H -1.28 -1.03 4.93
H -2.37 -2.47 4.82
H -4.07 -0.08 4.40
H -4.17 -1.79 4.37
F 3.01 -3.18 -4.47
C 2.24 -2.11 -4.52
C 2.73 -0.91 -4.20
N 2.02 0.27 -4.46
C 2.22 1.37 -3.52
C 1.42 1.33 -2.22
O 1.56 2.25 -1.44
O 0.74 0.27 -2.05
C 0.74 0.21 -4.96
O 0.03 1.15 -5.14
N 0.31 -1.03 -5.30
C 0.95 -2.27 -5.19
O 0.52 -3.36 -5.50
H 3.66 -0.85 -3.62
H 1.94 2.28 -4.14
H 3.30 1.49 -3.26
H -0.56 -1.04 -5.79
```

Summary:
total charge = 0
max |F| = 3.66 eV/A
total energy = -105095.3696 eV
LUMO (alpha / beta) = -0.0498 / -0.0900 Ha
frontier orbital gap (alpha / beta) = 6.930 / 5.846 eV
multiplicity = 5

***

2.
ORCA calculation (ωB97M-V/def2-TZVPD) on C38H53BaN7O3P4 as an isolated structure.

The geometry in XYZ format:
```
106
C38H53BaN7O3P4 | the Open Molecules 2025 dataset | ωB97M-V/def2-TZVPD
Ba 0.78 0.67 0.34
C 1.00 0.06 5.74
N 2.17 0.19 4.86
C 3.45 0.07 5.54
P 2.01 0.39 3.27
O 0.67 0.05 2.73
O 3.12 -0.62 2.65
P 3.64 -1.12 1.21
O 2.67 -0.87 0.10
N 3.89 -2.70 1.50
C 4.17 -3.55 0.34
C 4.42 -3.24 2.75
N 4.99 -0.19 0.95
C 5.40 0.15 -0.41
C 6.10 -0.28 1.89
N 2.45 1.93 2.86
C 2.97 2.87 3.86
C 2.80 2.33 1.49
H 1.00 0.86 6.48
H 1.03 -0.90 6.25
H 0.09 0.12 5.15
H 3.52 0.81 6.34
H 4.27 0.25 4.84
H 3.57 -0.93 5.97
H 3.68 -3.15 -0.54
H 3.76 -4.54 0.53
H 5.24 -3.64 0.16
H 4.11 -2.62 3.59
H 5.51 -3.31 2.73
H 4.01 -4.23 2.90
H 4.54 0.15 -1.08
H 6.14 -0.57 -0.79
H 5.86 1.14 -0.40
H 5.74 -0.53 2.89
H 6.60 0.69 1.94
H 6.83 -1.03 1.58
H 2.52 2.68 4.82
H 2.70 3.88 3.55
H 4.06 2.79 3.93
H 2.03 2.97 1.02
H 3.04 1.49 0.83
H 3.72 2.91 1.52
C -3.02 0.03 1.47
N -3.01 -0.03 -0.01
P -2.02 -1.43 -0.47
C -3.00 -2.76 0.27
C -4.39 -2.72 0.33
C -5.09 -3.79 0.86
C -4.41 -4.90 1.33
C -3.03 -4.95 1.28
C -2.32 -3.88 0.76
C -2.33 -1.64 -2.25
C -3.26 -2.54 -2.78
C -3.41 -2.67 -4.15
C -2.65 -1.90 -5.01
C -1.71 -1.01 -4.51
C -1.54 -0.90 -3.14
P -2.37 1.45 -0.66
C -3.12 1.61 -2.30
C -4.30 0.98 -2.66
C -4.82 1.16 -3.93
C -4.17 1.98 -4.84
C -2.99 2.63 -4.49
C -2.46 2.43 -3.22
C -3.26 2.74 0.25
C -4.65 2.77 0.33
C -5.29 3.79 1.00
C -4.55 4.82 1.58
C -3.17 4.81 1.50
C -2.53 3.77 0.84
H -3.41 -0.90 1.87
H -3.67 0.84 1.80
H -2.02 0.20 1.91
H -4.92 -1.85 -0.04
H -6.17 -3.75 0.91
H -4.97 -5.74 1.74
H -2.50 -5.82 1.65
H -1.24 -3.91 0.73
H -3.86 -3.15 -2.12
H -4.13 -3.37 -4.54
H -2.78 -2.00 -6.08
H -1.11 -0.41 -5.18
H -0.82 -0.20 -2.74
H -4.80 0.33 -1.96
H -5.74 0.66 -4.22
H -4.58 2.13 -5.83
H -2.49 3.27 -5.19
H -1.53 2.92 -2.94
H -5.23 1.98 -0.14
H -6.37 3.81 1.06
H -5.05 5.62 2.09
H -2.59 5.61 1.94
H -1.44 3.76 0.77
N 1.66 -1.50 -2.97
C 1.74 -0.19 -3.35
C 2.17 0.15 -4.65
C 2.30 1.48 -4.99
C 2.01 2.46 -4.03
C 1.59 2.04 -2.80
N 1.43 0.75 -2.44
H 1.57 -2.17 -3.71
H 1.09 -1.70 -2.16
H 2.39 -0.63 -5.36
H 2.63 1.75 -5.98
H 2.11 3.51 -4.25
H 1.35 2.78 -2.03
```

Summary:
total charge = +2
max |F| = 3.14 eV/A
total energy = -94683.9421 eV
LUMO = -0.1613 Ha
frontier orbital gap = 8.053 eV

***

3.
ORCA calculation (ωB97M-V/def2-TZVPD) on a 7-piece molecular cluster, C37H64F17NO7S overall.

The geometry in XYZ format:
```
127
C37H64F17NO7S | the Open Molecules 2025 dataset | ωB97M-V/def2-TZVPD
C 1.01 0.67 2.64
C 0.43 -0.21 1.56
C -0.89 -0.08 1.15
C -1.39 -0.92 0.18
C -0.62 -1.90 -0.42
C -1.17 -2.83 -1.46
N -2.38 -3.58 -1.05
C -2.19 -4.29 0.20
C -0.98 -5.23 0.12
O -0.81 -6.12 1.20
C -0.37 -5.48 2.36
S 0.26 -6.73 3.50
C -3.42 -5.10 0.61
F -3.32 -5.47 1.90
F -3.43 -6.24 -0.13
C -4.88 -4.58 0.44
F -5.66 -5.58 0.88
F -5.20 -4.38 -0.84
C -5.31 -3.36 1.30
F -4.39 -2.39 1.33
F -5.45 -3.79 2.56
C -6.69 -2.74 0.89
F -7.25 -2.23 1.99
F -7.49 -3.71 0.46
C -6.68 -1.61 -0.20
F -5.64 -1.71 -1.02
F -7.80 -1.76 -0.92
C -6.75 -0.17 0.39
F -5.89 -0.03 1.40
F -7.99 0.04 0.85
C -6.46 0.94 -0.65
F -5.15 1.01 -0.88
F -7.08 0.68 -1.80
C -6.94 2.34 -0.19
F -8.24 2.46 -0.33
F -6.61 2.57 1.07
F -6.34 3.24 -0.94
C 0.70 -2.02 -0.02
C 1.22 -1.18 0.95
H 0.84 0.25 3.62
H 2.09 0.73 2.50
H 0.59 1.66 2.58
H -1.54 0.67 1.58
H -2.41 -0.82 -0.12
H -1.44 -2.25 -2.34
H -0.36 -3.48 -1.78
H -2.52 -4.28 -1.78
H -1.97 -3.59 1.00
H -0.08 -4.63 0.04
H -1.03 -5.83 -0.78
H 0.43 -4.77 2.16
H -1.17 -4.94 2.85
H -0.53 -6.45 4.55
H 1.34 -2.76 -0.47
H 2.26 -1.28 1.23
C 0.70 3.14 -0.49
C 1.10 2.23 -1.65
C 0.91 2.92 -2.99
O 0.34 1.02 -1.60
H -0.36 3.41 -0.57
H 0.84 2.63 0.46
H 1.29 4.06 -0.48
H 2.14 1.93 -1.53
H -0.13 3.19 -3.13
H 1.21 2.26 -3.80
H 1.51 3.83 -3.04
H -0.59 1.25 -1.69
C 2.60 -8.73 -0.18
C 2.87 -7.24 -0.32
C 4.36 -6.94 -0.32
O 2.22 -6.52 0.72
H 3.00 -9.10 0.77
H 1.53 -8.92 -0.18
H 3.06 -9.30 -0.99
H 2.43 -6.88 -1.25
H 4.82 -7.26 0.62
H 4.54 -5.87 -0.43
H 4.88 -7.45 -1.14
H 2.59 -6.82 1.56
C 6.01 2.95 0.92
C 5.55 2.22 -0.33
C 5.75 3.07 -1.58
O 4.18 1.85 -0.21
H 5.44 3.87 1.06
H 5.86 2.33 1.80
H 7.07 3.21 0.85
H 6.10 1.29 -0.44
H 5.17 3.99 -1.51
H 5.41 2.53 -2.47
H 6.80 3.34 -1.71
H 3.66 2.65 -0.11
C 4.21 -2.59 -0.56
C 5.63 -2.95 -0.96
C 6.35 -1.77 -1.59
O 5.63 -4.07 -1.85
H 3.63 -2.30 -1.45
H 3.71 -3.45 -0.11
H 4.19 -1.76 0.15
H 6.18 -3.28 -0.08
H 5.83 -1.46 -2.50
H 7.37 -2.05 -1.87
H 6.39 -0.92 -0.91
H 5.15 -3.81 -2.64
C -0.80 7.36 -1.48
C -0.44 6.49 -2.68
C -0.61 7.24 -3.99
O -1.22 5.30 -2.68
H -1.85 7.66 -1.53
H -0.67 6.80 -0.55
H -0.19 8.25 -1.44
H 0.60 6.16 -2.58
H -1.65 7.54 -4.12
H -0.34 6.60 -4.83
H 0.02 8.14 -4.02
H -2.15 5.56 -2.76
C -1.44 7.74 4.16
C -0.13 7.78 3.39
C -0.06 8.98 2.46
O 0.03 6.57 2.64
H -2.29 7.67 3.47
H -1.48 6.88 4.82
H -1.57 8.64 4.76
H 0.70 7.81 4.09
H -0.86 8.94 1.72
H 0.89 8.99 1.92
H -0.15 9.92 3.01
H -0.69 6.51 2.01
```

Summary:
total charge = 0
SMILES = Cc1ccc(CN[C@H](COCS)C(F)(F)C(F)(F)C(F)(F)C(F)(F)C(F)(F)C(F)(F)C(F)(F)C(F)(F)F)cc1.CC(C)O.CC(C)O.CC(C)O.CC(C)O.CC(C)O.CC(C)O
max |F| = 0.83 eV/A
total energy = -112261.9387 eV
LUMO = 0.0102 Ha
frontier orbital gap = 9.076 eV

***

4.
ORCA calculation (ωB97M-V/def2-TZVPD) on C4H16BaFO4 as an isolated structure.

The geometry in XYZ format:
```
26
C4H16BaFO4 | the Open Molecules 2025 dataset | ωB97M-V/def2-TZVPD
Ba -2.93 -0.26 -1.02
F -1.02 -0.39 -0.33
C 0.92 -1.93 -1.04
O -0.42 -2.20 -0.64
H 1.34 -1.30 -0.26
H 1.48 -2.85 -1.22
H 0.86 -1.37 -1.98
H -0.88 -1.37 -0.48
C 0.53 1.55 -1.45
O 0.18 0.24 -1.83
H -0.37 2.16 -1.36
H 1.07 1.50 -0.51
H 1.24 2.05 -2.11
H -0.35 -0.19 -1.15
C 0.93 -0.80 1.45
O -0.42 -1.23 1.36
H 1.10 0.08 0.84
H 1.24 -0.57 2.47
H 1.62 -1.55 1.04
H -0.79 -0.91 0.54
C -0.90 1.72 1.58
O -0.84 1.61 0.18
H -0.98 2.78 1.86
H -1.79 1.25 2.02
H -0.05 1.28 2.09
H -0.76 0.68 -0.02
```

Summary:
total charge = +1
max |F| = 11.26 eV/A
total energy = -15986.8686 eV
LUMO = -0.1910 Ha
frontier orbital gap = 6.316 eV

***

What is the total energy in the first record? -105095.3696 eV

***

Which of these has the highest max |F|? C4H16BaFO4